{"formula": "C8H12", "method": "wB97M-V/def2-TZVPD", "symbols": ["C", "C", "C", "C", "C", "C", "C", "C", "H", "H", "H", "H", "H", "H", "H", "H", "H", "H", "H", "H"], "xyz": [[-3.15965, -1.26191, 0.46078], [-1.84924, -1.11361, 0.66776], [-0.80694, -0.61282, -0.21637], [0.39036, -0.11024, 0.19403], [0.87070, -0.45128, 1.57327], [1.09477, 0.81106, -0.73839], [1.25699, 0.45145, -2.03394], [1.81373, 2.01644, -0.20425], [-3.76576, -0.74747, -0.27930], [-3.53891, -2.19564, 0.86060], [-1.49989, -1.38552, 1.66784], [-1.17888, -0.21223, -1.16975], [1.83053, 0.00679, 1.83659], [0.18995, -0.04261, 2.32042], [1.04717, -1.52221, 1.78667], [0.65580, -0.34496, -2.45736], [2.13674, 0.83386, -2.53179], [1.86599, 2.12202, 0.88309], [1.41779, 2.89074, -0.72896], [2.86066, 1.81232, -0.47689]], "atomic_forces_ev_per_a": [[-0.07, -0.69, -0.71], [1.25, -0.35, 0.35], [-0.81, 2.70, 0.23], [-1.83, -0.49, -0.69], [1.10, 0.50, 0.79], [0.51, -1.54, -0.20], [0.05, 0.07, 1.43], [1.07, -0.67, -0.19], [0.44, -0.36, -0.49], [-0.90, 0.74, 1.08], [0.07, -0.97, -0.44], [0.15, -0.46, 0.17], [-0.01, 0.10, -0.36], [-0.14, -0.21, 0.08], [-0.51, 0.39, -0.45], [0.47, -0.13, -0.02], [-0.49, 0.50, -0.70], [-0.62, 0.10, -0.20], [0.34, 0.05, 0.45], [-0.07, 0.74, -0.15]], "max_force_ev_per_a": 2.83, "e_homo_ev": -7.7, "homo_lumo_gap_ha": 0.2953, "lumo_energy_ev": 0.4, "smiles": "C=C/C=C(\\C)C(=C)C"}

***

{"formula": "C14H28ClF6N5NiO8S2", "method": "wB97M-V/def2-TZVPD", "symbols": ["Ni", "C", "F", "F", "F", "S", "O", "O", "N", "S", "O", "O", "C", "F", "F", "F", "Cl", "C", "C", "O", "N", "C", "H", "H", "H", "H", "H", "H", "H", "C", "C", "O", "N", "C", "H", "H", "H", "H", "H", "H", "H", "C", "C", "O", "N", "C", "H", "H", "H", "H", "H", "H", "H", "C", "C", "O", "N", "C", "H", "H", "H", "H", "H", "H", "H"], "xyz": [[0.23379, -0.41691, -0.57968], [3.78496, 0.86116, -2.48695], [3.92996, 1.06267, -1.21277], [3.54586, 2.06681, -3.05531], [4.97433, 0.42224, -2.96501], [2.40314, -0.38093, -2.90045], [1.36342, 0.51158, -3.39490], [2.92479, -1.33212, -3.89778], [2.02656, -0.93826, -1.21245], [3.17166, -1.95211, -0.89322], [4.53280, -1.77218, -1.41687], [3.16932, -2.19067, 0.53195], [2.38921, -3.61848, -1.48106], [1.31809, -3.93170, -0.85661], [2.10644, -3.75816, -2.77310], [3.20636, -4.61662, -1.16270], [-1.03922, -1.84711, -2.02104], [-1.89422, 3.07824, -1.33242], [-1.33934, 1.78636, -2.02063], [-0.39361, 1.22298, -1.53362], [-1.98875, 1.30519, -3.14160], [-3.18500, 1.90862, -3.82168], [-2.91122, 2.90431, -0.98091], [-1.69857, 3.92886, -1.98532], [-1.26302, 3.32434, -0.47853], [-1.57354, 0.44411, -3.46756], [-3.09288, 2.42484, -4.77725], [-3.59066, 2.73520, -3.23832], [-3.93914, 1.12485, -3.75030], [-1.84823, 0.81950, 2.82078], [-2.26544, 0.39437, 1.42406], [-1.48532, 0.17947, 0.50459], [-3.58141, 0.37752, 1.29915], [-4.26261, -0.09784, -0.01180], [-0.78171, 0.62127, 2.92729], [-2.32148, 0.22783, 3.60440], [-2.15425, 1.84777, 3.01342], [-4.12979, 0.54686, 2.13023], [-3.85594, 0.31778, -0.93374], [-5.34356, 0.02485, -0.07960], [-4.07566, -1.16444, -0.13635], [2.41793, 1.10523, 3.05647], [1.96399, 1.55165, 1.73649], [1.37988, 0.73433, 1.01088], [2.25008, 2.78118, 1.33735], [1.92158, 3.41736, 0.01619], [3.50230, 1.16889, 2.96606], [2.36857, 0.06210, 3.36877], [2.20272, 1.83421, 3.83774], [2.95935, 3.22647, 1.90195], [0.86381, 3.54859, -0.21187], [2.17412, 2.74544, -0.80409], [2.35966, 4.40716, -0.11218], [0.63631, -2.33343, 3.62045], [-0.10974, -2.41146, 2.20715], [0.15168, -1.70263, 1.19015], [-1.10830, -3.26403, 2.25746], [-1.89798, -3.59534, 1.06894], [0.31038, -2.99292, 4.42478], [0.76700, -1.30000, 3.94143], [1.62246, -2.72617, 3.37272], [-1.37677, -3.50939, 3.19971], [-2.68674, -2.88057, 0.83428], [-2.43467, -4.50421, 1.34098], [-1.30382, -3.81474, 0.18184]], "atomic_forces_ev_per_a": [[-0.37, -0.27, 1.69], [2.20, 0.37, -1.47], [-0.34, 0.00, 1.36], [-0.37, -1.15, 0.12], [-1.35, 0.27, 0.04], [-0.12, 1.01, -3.22], [0.59, -1.35, 1.41], [-1.01, 1.36, 3.11], [-0.76, 2.38, -4.39], [3.68, -4.45, 3.54], [-3.28, 0.33, -0.42], [-0.68, 0.38, -0.59], [1.84, -1.19, -1.34], [-2.90, 0.94, 1.90], [0.33, 0.95, -0.51], [1.62, 0.23, 0.03], [0.41, 0.38, 0.32], [1.35, -0.87, -0.48], [-3.44, 1.55, -1.69], [2.23, -1.15, 0.95], [0.52, 1.76, 1.08], [0.05, -0.22, 1.67], [-0.06, 0.41, -0.38], [-0.88, 0.02, -0.27], [-0.07, -0.55, 0.16], [-0.15, -0.04, -0.38], [0.71, -0.97, -0.36], [0.26, -0.20, 0.60], [-0.15, 0.19, -0.81], [0.62, -0.60, 0.05], [0.09, 0.65, 1.28], [-0.07, -0.19, -0.65], [-2.06, -0.80, -2.80], [0.76, -0.41, 0.85], [0.04, 0.55, -0.05], [-0.28, -0.20, -0.18], [0.42, 0.10, -0.14], [-0.11, -0.07, -0.34], [0.42, 0.60, 0.48], [0.15, 0.39, 0.80], [0.04, -0.07, 0.29], [2.16, 0.63, 1.20], [-1.36, -1.92, -1.65], [-0.56, 0.34, -0.45], [0.28, 1.89, -0.62], [-0.30, -1.10, -0.06], [0.49, 0.26, 0.12], [-1.08, 0.20, -0.47], [-0.33, -0.26, 0.15], [-0.25, 0.38, -0.14], [-0.29, -0.04, 1.00], [0.68, 0.11, 0.12], [0.40, -0.37, 0.37], [0.64, 0.20, -2.18], [0.97, 2.11, 0.47], [0.17, -1.74, 1.69], [-0.52, -0.05, -0.95], [-0.82, -0.95, 0.75], [-0.68, 0.19, -0.27], [-0.19, -0.15, 0.00], [0.32, 0.23, 0.01], [-0.23, -0.55, -0.46], [0.33, 0.41, 0.01], [0.03, -0.14, -0.21], [0.23, 0.29, 0.34]], "max_force_ev_per_a": 6.77, "total_charge": 1, "e_homo_ev": [-12.9, -12.9], "spin_multiplicity": 4, "homo_lumo_gap_ha": [0.3927, 0.2060], "lumo_energy_ev": [-2.2, -7.3]}

***

{"formula": "C41H41CrN5O7PSSi", "method": "wB97M-V/def2-TZVPD", "symbols": ["Cr", "C", "C", "C", "C", "C", "C", "N", "N", "Si", "C", "C", "C", "H", "H", "H", "H", "H", "H", "H", "H", "H", "H", "H", "H", "H", "H", "H", "C", "C", "C", "C", "C", "C", "C", "P", "C", "C", "C", "C", "C", "C", "C", "C", "C", "C", "C", "C", "C", "C", "H", "H", "H", "H", "H", "H", "H", "H", "H", "H", "H", "H", "H", "H", "H", "H", "H", "H", "H", "H", "O", "C", "O", "C", "O", "O", "O", "S", "O", "O", "C", "N", "C", "C", "C", "N", "C", "C", "C", "N", "C", "C", "H", "H", "H", "H", "H", "H"], "xyz": [[-0.79906, -0.31239, 0.27860], [0.80537, -4.66219, -0.39242], [0.57987, -3.71253, -1.53764], [0.47264, -4.16324, -2.84542], [0.23864, -3.20777, -3.82765], [0.12014, -1.87809, -3.48859], [0.25122, -1.48010, -2.12898], [0.49241, -2.42745, -1.21282], [0.12779, -0.17339, -1.65633], [0.29502, 1.03575, -2.88735], [0.64278, 2.77549, -2.32960], [1.81366, 0.69163, -3.97341], [-1.23747, 1.16742, -3.99747], [0.68346, -5.69804, -0.70941], [0.08857, -4.45005, 0.40288], [1.81230, -4.53718, 0.01592], [0.55358, -5.21774, -3.08014], [0.13033, -3.50827, -4.86510], [-0.11006, -1.15880, -4.26029], [1.60873, 2.83404, -1.82638], [-0.12507, 3.21358, -1.69401], [0.70673, 3.37797, -3.24590], [2.37584, -0.17320, -3.60590], [2.48329, 1.55975, -3.96044], [1.54952, 0.49037, -5.01766], [-2.06575, 0.59635, -3.56529], [-1.06117, 0.77751, -5.00588], [-1.55879, 2.21144, -4.09425], [-3.35992, 1.77731, 2.83827], [-2.25004, 2.21721, 3.75558], [-2.60067, 2.63204, 5.03995], [-1.67091, 3.12935, 5.93864], [-0.34942, 3.23966, 5.54540], [0.02300, 2.82597, 4.27422], [-0.89216, 2.28373, 3.37066], [-0.35128, 1.81192, 1.64096], [1.38928, 2.43984, 1.66266], [1.78114, 3.55383, 0.92242], [3.10683, 3.95708, 0.86031], [4.07563, 3.24246, 1.54568], [3.69623, 2.16355, 2.32644], [2.36424, 1.76411, 2.42649], [2.04154, 0.70747, 3.45916], [-1.35936, 3.01794, 0.72901], [-1.36962, 4.38930, 0.98895], [-2.12957, 5.24123, 0.20870], [-2.90303, 4.70619, -0.82368], [-2.94543, 3.33770, -1.02995], [-2.19371, 2.45528, -0.23880], [-2.33074, 0.96234, -0.35538], [-4.23617, 1.48502, 3.41792], [-3.05881, 0.92287, 2.24066], [-3.64697, 2.59226, 2.16577], [-3.64377, 2.56300, 5.33020], [-1.97992, 3.44048, 6.93019], [0.39779, 3.64420, 6.21881], [1.05446, 2.95711, 3.98642], [1.04771, 4.10270, 0.35466], [3.37885, 4.81496, 0.25616], [5.11905, 3.53033, 1.48631], [4.44339, 1.61702, 2.89318], [2.71923, -0.14210, 3.37540], [1.02219, 0.34308, 3.39292], [2.16501, 1.12684, 4.46040], [-0.76912, 4.78777, 1.80159], [-2.12123, 6.30869, 0.39599], [-3.49264, 5.36432, -1.45294], [-3.57470, 2.92357, -1.81237], [-2.59936, 0.68369, -1.37388], [-3.18639, 0.67077, 0.26355], [-3.54291, -3.26733, 0.22714], [-2.81821, -2.32014, 0.45975], [-2.11126, -1.66252, -0.40288], [-2.62442, -1.78290, 1.91261], [-3.24415, -2.20653, 2.86371], [-1.71354, -0.84588, 1.97355], [8.83992, -4.37115, 1.19503], [8.29406, -3.25581, 1.94583], [8.03329, -2.06207, 1.17119], [8.90717, -3.02608, 3.24147], [6.63966, -3.87278, 2.40784], [6.61942, -4.99167, 3.14690], [5.42225, -5.44407, 3.48130], [4.24434, -4.80931, 3.11960], [4.37383, -3.65476, 2.37081], [5.56824, -3.19592, 2.00608], [3.19365, -2.85049, 1.93346], [1.95904, -2.94220, 2.56104], [0.90748, -2.14992, 2.12832], [1.02582, -1.30122, 1.10757], [2.20804, -1.22567, 0.48924], [3.31125, -1.95880, 0.87437], [5.39837, -6.35600, 4.07106], [3.28195, -5.21751, 3.39521], [1.80006, -3.59325, 3.41109], [-0.05428, -2.17680, 2.62327], [2.25271, -0.53986, -0.34974], [4.26259, -1.85299, 0.36800]], "atomic_forces_ev_per_a": [[-0.64, -0.75, -0.39], [-0.01, -0.01, -0.04], [-0.02, -0.03, -0.11], [0.03, -0.02, 0.06], [0.01, 0.08, 0.03], [-0.03, 0.07, 0.11], [-0.07, 0.29, -0.02], [-0.24, -0.19, -0.19], [0.14, -0.59, -0.01], [-0.02, -0.18, -0.07], [-0.04, 0.23, 0.26], [0.11, -0.12, -0.11], [-0.19, -0.01, -0.05], [0.02, -0.01, 0.00], [0.03, -0.02, -0.01], [-0.06, 0.01, -0.01], [-0.01, 0.05, 0.01], [-0.01, 0.03, 0.02], [0.00, 0.04, -0.01], [0.02, 0.05, 0.08], [0.00, 0.06, 0.05], [0.00, -0.07, 0.09], [-0.04, 0.09, -0.06], [-0.07, -0.10, 0.00], [0.05, 0.01, 0.09], [0.06, 0.05, -0.06], [-0.01, 0.05, 0.06], [0.01, -0.10, 0.01], [0.11, 0.00, 0.06], [0.06, -0.02, -0.02], [0.00, 0.00, -0.02], [-0.02, 0.00, -0.01], [0.00, -0.01, 0.00], [-0.09, 0.09, 0.02], [-0.21, -0.02, -0.05], [-0.07, 0.22, 0.24], [0.02, -0.08, 0.21], [0.01, -0.16, -0.20], [-0.02, -0.02, -0.04], [0.03, 0.01, 0.02], [-0.03, 0.01, 0.03], [-0.01, 0.02, 0.05], [0.10, -0.08, -0.25], [0.17, 0.06, -0.01], [0.05, 0.04, -0.03], [-0.05, -0.04, -0.04], [0.02, -0.06, 0.04], [0.00, 0.02, -0.03], [-0.09, -0.18, -0.11], [0.23, 0.50, 0.05], [0.03, 0.01, 0.01], [0.05, -0.04, 0.00], [0.03, -0.05, 0.03], [0.03, -0.01, 0.00], [0.00, -0.02, -0.03], [-0.02, -0.01, -0.03], [-0.04, 0.03, -0.02], [-0.10, 0.02, -0.09], [-0.02, -0.02, 0.03], [-0.04, -0.03, 0.00], [-0.02, 0.02, -0.04], [0.02, -0.04, -0.08], [-0.11, -0.11, -0.04], [0.02, -0.02, -0.02], [0.00, -0.03, -0.04], [-0.01, -0.03, -0.01], [0.02, -0.01, 0.01], [0.02, 0.03, 0.05], [0.08, -0.06, -0.05], [-0.01, -0.05, -0.01], [-0.03, 0.03, -0.02], [0.21, 0.05, 0.01], [0.20, 0.33, 0.00], [0.40, 0.36, -0.13], [-0.13, -0.12, 0.10], [-0.08, -0.09, 0.16], [0.13, -0.04, -0.07], [-0.29, -0.06, 0.04], [0.08, 0.08, -0.05], [0.13, 0.04, 0.07], [-0.11, -0.09, 0.06], [-0.07, 0.15, -0.11], [0.05, 0.03, 0.00], [-0.07, -0.20, 0.07], [-0.19, 0.20, -0.07], [0.23, -0.02, 0.04], [0.08, -0.11, 0.09], [-0.06, 0.00, 0.10], [0.14, 0.08, 0.04], [0.02, 0.30, 0.38], [0.13, 0.25, 0.04], [0.12, 0.05, -0.04], [-0.01, -0.02, 0.00], [0.01, 0.02, 0.00], [0.01, -0.01, -0.04], [-0.01, 0.03, -0.04], [-0.04, -0.05, 0.02], [-0.06, 0.03, 0.02]], "max_force_ev_per_a": 1.06, "total_charge": -2, "e_homo_ev": [-3.2, -3.2], "spin_multiplicity": 2, "homo_lumo_gap_ha": [0.2575, 0.2548], "lumo_energy_ev": [3.8, 3.8]}